Entry 1:
Below is a 5-piece molecular cluster, C14H41N3O5 overall in a non-equilibrium geometry, with properties calculated with ωB97M-V/def2-TZVPD.

XYZ file:
```
63
Properties=species:S:1:pos:R:3:lowdin_charge:R:1
C 0.3616 -0.6668 -0.9268 -0.14
O 0.6901 -0.8508 0.4331 -0.17
H 1.1455 -0.1505 -1.4809 0.08
H 0.2826 -1.6460 -1.3990 0.08
H -0.5979 -0.1612 -1.0350 0.08
H 0.0397 -1.3100 0.9695 0.00
C 3.6728 -2.7314 -0.7396 -0.22
O 3.2177 -2.3465 0.4908 -0.09
H 4.6710 -3.1681 -0.7699 0.08
H 2.9576 -3.3071 -1.3270 0.08
H 3.8504 -1.9140 -1.4385 0.07
H 2.3215 -2.0252 0.3673 0.03
C 0.6449 4.7156 -2.6815 -0.06
C 0.6914 3.1795 -2.5549 -0.42
C -0.0608 2.4525 -3.7231 -0.25
O 0.3234 1.1517 -3.8496 -0.20
C -0.4871 0.4341 -4.7711 -0.08
N 2.0975 2.7698 -2.6234 0.04
H -0.3623 5.0534 -2.4374 0.07
H 0.8197 4.9800 -3.7243 0.07
H 1.3109 5.1934 -1.9630 0.08
H 0.2996 2.7689 -1.6243 0.12
H -0.0123 3.0835 -4.6106 0.12
H -1.0795 2.4744 -3.3358 0.12
H -0.0450 -0.5510 -4.9201 0.09
H -0.5026 0.9178 -5.7477 0.09
H -1.4969 0.2391 -4.4099 0.09
H 1.9280 1.7863 -2.7783 0.04
H 2.3964 3.1087 -3.5266 0.07
C -1.6950 -4.4943 1.7574 -0.05
C -1.3942 -3.2219 0.9950 -0.41
C -2.4400 -2.7016 0.0244 -0.24
O -2.6447 -3.5360 -1.0491 -0.15
C -3.6640 -3.0822 -1.9653 -0.08
N -1.0263 -2.2533 2.0141 0.03
H -2.7513 -4.5533 2.0198 0.09
H -1.0875 -4.6499 2.6489 0.08
H -1.4711 -5.3621 1.1371 0.08
H -0.4883 -3.3931 0.4134 0.14
H -2.1968 -1.6958 -0.3180 0.11
H -3.3786 -2.5365 0.5535 0.13
H -4.1512 -3.7982 -2.6272 0.09
H -3.1710 -2.3268 -2.5773 0.08
H -4.5729 -2.6282 -1.5705 0.08
H -0.3947 -2.7257 2.6449 0.09
H -1.8604 -2.0337 2.5396 0.10
C 0.1852 3.4764 3.1038 -0.07
C 0.7553 2.0785 2.7276 -0.41
C -0.0938 0.9265 3.4169 -0.17
O -0.1920 1.1090 4.8298 -0.22
C 0.9846 0.9966 5.6673 -0.08
N 0.5821 1.9836 1.2806 0.03
H -0.8889 3.5034 2.9204 0.08
H 0.6536 4.3318 2.6170 0.07
H 0.3265 3.6740 4.1664 0.06
H 1.8157 2.0659 2.9797 0.12
H 0.2927 -0.0740 3.2226 0.10
H -1.1092 0.8965 3.0219 0.12
H 0.7664 1.1849 6.7185 0.08
H 1.6873 1.7590 5.3312 0.07
H 1.4220 0.0095 5.5174 0.08
H 0.8017 1.0229 1.0594 0.03
H 1.3210 2.5681 0.9165 0.07
```

## Properties
structure (SMILES)	COC[C@H](C)N.COC[C@H](C)N.COC[C@H](C)N.CO.CO
orbital gap	9.5	eV
charge	0
energy relative to the best compared isomer or geometry (same formula, charge and spin)	47.99	kcal/mol

Entry 2:
Below is C14H42FO8S7V as an isolated structure in a non-equilibrium geometry, with properties calculated with ωB97M-V/def2-TZVPD.

XYZ file:
```
73
Properties=species:S:1:pos:R:3:lowdin_spin:R:1
O -2.4772 1.8111 2.2571 -0.10
V -0.9942 1.6430 1.9104 1.02
F -0.7396 0.9538 0.3092 0.03
C -3.3218 0.2977 -3.7667 0.00
S -3.0133 1.0575 -2.2376 0.00
O -3.9327 2.2457 -2.1815 0.00
C -3.6018 -0.2120 -1.1581 0.00
H -2.8798 0.8597 -4.6321 0.00
H -4.4064 0.3152 -3.9646 0.00
H -2.9469 -0.7157 -3.7602 0.00
H -3.5418 0.3439 -0.2003 0.00
H -2.9237 -1.0412 -1.1188 0.00
H -4.6227 -0.4251 -1.4017 0.00
C 7.1205 -0.8323 2.6109 0.00
S 5.5606 -0.6220 1.7621 0.00
O 5.2556 0.7855 1.4276 0.00
C 4.6195 -1.0083 3.2476 0.00
H 6.9828 -0.5108 3.6431 0.00
H 7.9010 -0.2205 2.1653 0.00
H 7.4159 -1.8685 2.5661 0.00
H 5.1735 -1.8882 3.7379 0.00
H 3.5202 -1.2171 2.9570 0.00
H 4.7386 -0.1630 3.9707 0.00
C -1.8506 3.6389 -0.6857 0.00
S -0.1928 4.0172 -0.0887 0.00
O -0.2180 3.3054 1.3055 0.01
C 0.8858 3.0255 -1.1576 0.00
H -1.7969 3.2690 -1.6913 0.00
H -2.5078 4.4977 -0.8150 0.00
H -2.3494 3.0033 -0.0052 0.00
H 0.5427 3.3977 -2.1361 0.00
H 0.8086 1.9287 -1.1330 0.00
H 1.9320 3.4148 -0.9792 0.00
C 3.7103 1.3066 -3.5868 0.00
S 2.2044 0.9245 -4.4700 0.00
O 2.7182 0.0637 -5.5956 0.00
C 1.4158 -0.2562 -3.3480 0.00
H 4.3117 1.6419 -4.4364 0.00
H 4.1031 0.3698 -3.1843 0.00
H 3.6389 2.0812 -2.8327 0.00
H 2.2130 -0.9454 -2.9689 0.00
H 0.7829 -0.8386 -4.0534 0.00
H 0.8002 0.2305 -2.6098 0.00
C 0.4770 -2.0613 0.8753 0.00
S -1.1345 -1.5773 1.4719 0.01
O -0.9020 -0.3177 2.2706 0.01
C -1.1913 -2.8935 2.6826 0.00
H 0.3467 -2.4711 -0.0800 0.00
H 1.0316 -2.6972 1.5493 0.00
H 1.1108 -1.1726 0.7664 0.00
H -0.7375 -3.6815 2.0588 0.00
H -2.1105 -3.0432 3.2118 0.00
H -0.3569 -2.6628 3.3659 0.00
C -1.7074 -4.8240 -4.5647 0.00
S -1.8759 -4.9521 -2.7910 0.00
O -1.1007 -3.7817 -2.3126 0.00
C -3.6912 -4.7737 -2.9684 0.00
H -2.0212 -3.7715 -4.7927 0.00
H -2.2420 -5.5072 -5.1651 0.00
H -0.6488 -4.8150 -4.8712 0.00
H -3.9615 -5.4958 -3.7154 0.00
H -3.9306 -3.7323 -3.3184 0.00
H -4.1696 -4.9218 -2.0521 0.00
C 0.0782 3.7624 5.7442 0.00
S -1.2902 3.5334 4.5935 0.00
O -0.5431 2.4253 3.7632 0.02
C -2.5225 2.6366 5.5617 0.00
H 0.8293 4.3423 5.1293 0.00
H 0.4386 2.7841 6.0253 0.00
H -0.0938 4.3978 6.6564 0.00
H -2.0058 2.1323 6.3722 0.00
H -3.0514 1.9953 4.8473 0.00
H -3.0621 3.4792 6.0149 0.00
```

## Properties
2S+1	2
orbital gap (spin up / spin down)	8.8 / 8.8	eV
charge	+1

Entry 3:
Below is a 7-piece molecular cluster, C14H42N14O7P overall, with properties calculated with ωB97M-V/def2-TZVPD.

XYZ file:
```
78
Properties=species:S:1:pos:R:3:lowdin_charge:R:1
C 1.2321 -4.7465 -0.3374 -0.28
P 1.0031 -3.6928 1.1416 0.94
C -0.7498 -3.1933 1.0069 -0.28
C 1.8822 -2.0827 0.7249 -0.49
C 2.8300 -1.7933 1.8849 -0.14
N 3.4468 -0.4239 1.6500 -0.10
C 4.1474 0.1293 2.8429 -0.06
C 3.1282 0.7600 3.7895 -0.19
O 2.8165 1.9089 3.6481 0.11
C 4.3254 -0.5449 0.4400 -0.09
C 3.4869 -0.9466 -0.7765 -0.17
N 2.5587 -2.0528 -0.5644 -0.07
H 1.0507 -5.7703 0.0049 0.04
H 0.5483 -4.4872 -1.1494 0.01
H 2.2634 -4.7205 -0.7047 0.03
H -1.1656 -3.0076 2.0015 0.04
H -1.2752 -4.0435 0.5702 0.02
H -0.9128 -2.3048 0.3889 0.04
H 1.1123 -1.2905 0.7118 0.12
H 2.3279 -1.8138 2.8556 0.12
H 3.6662 -2.4999 1.8811 0.14
H 2.6639 0.1864 1.3924 0.18
H 4.8247 0.9179 2.5037 0.14
H 4.7223 -0.6684 3.3198 0.15
H 2.6888 0.1229 4.5732 0.14
H 5.1018 -1.2787 0.6762 0.15
H 4.8056 0.4243 0.2784 0.14
H 4.1963 -1.2442 -1.5555 0.14
H 2.9459 -0.0727 -1.1641 0.13
H 2.9621 -2.9436 -0.8158 0.09
C -0.4040 -2.4811 -3.4461 -0.65
O -0.5225 -3.5603 -2.8643 -0.02
N -1.0064 -2.1938 -4.6214 0.18
N 0.3828 -1.4701 -2.9490 0.15
H -0.9039 -1.3010 -5.0654 0.10
H -1.5452 -2.8978 -5.1067 0.06
H 0.9028 -1.6212 -2.0990 0.06
H 0.4648 -0.5885 -3.4186 0.09
C -2.4420 -6.8027 -1.2537 -0.69
O -2.9456 -7.5967 -0.4853 0.04
N -1.5423 -7.1594 -2.2216 0.15
N -2.7211 -5.4593 -1.2343 0.15
H -1.1493 -6.4894 -2.8579 0.08
H -1.2777 -8.1235 -2.2953 0.10
H -3.3942 -5.1365 -0.5649 0.10
H -2.2723 -4.7959 -1.8447 0.06
C 1.3597 5.8039 3.3726 -0.69
O 2.1226 6.0329 4.2921 0.03
N 1.1431 4.5353 2.8971 0.15
N 0.6312 6.7785 2.7463 0.15
H 0.5027 4.3344 2.1522 0.09
H 1.6467 3.7929 3.3462 0.06
H 0.7474 7.7178 3.0795 0.11
H -0.0125 6.5844 1.9935 0.06
C -2.0614 7.7762 0.2083 -0.67
O -2.0738 6.7066 0.8093 0.00
N -2.8382 8.0041 -0.8837 0.16
N -1.2594 8.8096 0.6001 0.16
H -2.8541 8.8752 -1.3787 0.10
H -3.4491 7.2643 -1.1752 0.11
H -0.6838 8.6574 1.4041 0.07
H -1.2123 9.6987 0.1396 0.10
C -3.2590 6.8453 4.9498 -0.68
O -4.3035 7.4054 4.6728 0.03
N -3.0928 6.1411 6.1149 0.14
N -2.1666 6.8737 4.1269 0.15
H -2.2372 5.6862 6.3682 0.09
H -3.8729 6.1072 6.7431 0.10
H -2.2654 7.3659 3.2581 0.07
H -1.3019 6.4104 4.3288 0.07
C -2.5523 -5.1858 -6.6133 -0.66
O -2.2361 -4.0052 -6.5354 0.00
N -2.7219 -5.9355 -5.4890 0.17
N -2.7518 -5.8140 -7.8020 0.16
H -2.9919 -6.9010 -5.4851 0.10
H -2.5638 -5.4684 -4.6162 0.08
H -2.6341 -5.2702 -8.6363 0.11
H -3.0156 -6.7776 -7.8791 0.10
```

## Properties
orbital gap	7.4	eV
charge	+1

Entry 4:
Below is a 5-piece molecular cluster, C14H42N3O6 overall in a non-equilibrium geometry, with properties calculated with ωB97M-V/def2-TZVPD.

XYZ file:
```
65
Properties=species:S:1:pos:R:3:lowdin_charge:R:1
O 0.0817 0.3665 0.4326 0.16
H 0.2332 0.5955 -0.5795 0.09
H -0.7407 0.8246 0.7513 0.09
H 0.8013 0.5825 1.0528 0.13
C -0.7534 -2.9544 -0.9268 -0.06
C 0.6525 -3.0151 -0.2845 -0.38
C 1.2200 -4.4283 -0.2894 -0.23
O 1.4406 -4.8774 -1.6069 -0.19
C 1.8558 -6.2258 -1.6302 -0.09
N 1.4836 -2.1876 -1.1863 0.02
H -1.1243 -2.0124 -1.3270 0.05
H -1.4852 -3.3672 -0.2252 0.08
H -0.8094 -3.6413 -1.7781 0.08
H 0.5379 -2.6044 0.7172 0.13
H 0.7212 -5.0909 0.4295 0.13
H 2.1974 -4.3759 0.2180 0.12
H 1.1364 -6.9070 -1.1612 0.09
H 2.8329 -6.3260 -1.1501 0.09
H 1.8641 -6.5545 -2.6694 0.09
H 1.6474 -2.7437 -2.0224 0.08
H 2.4220 -2.0332 -0.8207 0.09
C -2.1839 3.8984 3.2102 -0.05
C -1.9547 2.6320 2.4001 -0.41
C -2.2648 2.8065 0.9414 -0.21
O -2.3319 1.6363 0.1187 -0.21
C -3.4777 0.8830 0.5018 -0.07
N -0.5914 2.0464 2.5420 0.05
H -3.2045 4.2428 3.0328 0.09
H -1.5539 4.7570 2.9439 0.09
H -1.9760 3.8500 4.2801 0.09
H -2.6018 1.8608 2.8232 0.13
H -1.5732 3.5430 0.5157 0.14
H -3.1875 3.3812 0.7988 0.13
H -3.5160 0.5848 1.5508 0.09
H -3.5276 -0.0667 -0.0351 0.10
H -4.3729 1.4344 0.2048 0.10
H 0.1001 2.7930 2.6783 0.09
H -0.5130 1.7970 3.5336 0.06
C -0.7102 2.3953 -2.7951 -0.04
C -0.4908 0.8962 -3.0320 -0.38
C -0.2792 0.6135 -4.5252 -0.19
O 0.5511 1.5260 -5.2255 -0.18
C 1.9355 1.3694 -4.9689 -0.11
N 0.6234 0.4476 -2.1474 0.04
H 0.1771 2.8869 -3.1968 0.08
H -0.9036 2.7074 -1.7708 0.05
H -1.5761 2.7449 -3.3605 0.09
H -1.3438 0.3048 -2.6857 0.13
H -1.2263 0.6790 -5.0574 0.13
H 0.1548 -0.3888 -4.6226 0.12
H 2.4692 1.7040 -5.8574 0.10
H 2.1685 0.3400 -4.6883 0.09
H 2.3051 2.0434 -4.1839 0.08
H 1.4635 0.8378 -2.5702 0.08
H 0.7353 -0.5811 -2.2002 0.06
C 2.3026 0.8467 4.5591 -0.24
C 1.5754 -0.4836 4.6349 -0.20
O 0.5773 -0.5680 3.5929 -0.09
O 1.4118 1.9164 4.8459 -0.07
H 2.6768 0.9257 3.5281 0.11
H 3.2087 0.9308 5.1630 0.12
H 0.9823 -0.4548 5.5530 0.13
H 2.2006 -1.3642 4.5472 0.13
H -0.2208 -0.1487 3.9153 0.06
H 1.7474 2.7699 4.5637 0.09
```

## Properties
orbital gap	9.9	eV
charge	+1
energy relative to the best compared isomer or geometry (same formula, charge and spin)	30.64	kcal/mol